{
  "formula": "C6H8N4",
  "method": "ωB97M-V/def2-TZVPD",
  "elements": ["N", "C", "C", "C", "N", "C", "C", "C", "N", "N", "H", "H", "H", "H", "H", "H", "H", "H"],
  "positions_angstrom": [[-3.1955, -0.5114, -0.6126], [-2.1156, -0.0696, -0.2405], [-0.7960, 0.0286, 0.3771], [-0.2665, 1.5113, 0.7086], [0.5356, 1.7411, -0.4302], [1.4258, 0.5147, -0.5452], [0.3728, -0.6591, -0.6268], [0.4576, -1.8875, -0.0801], [-0.2474, -1.8492, 1.3110], [-0.9521, -0.8669, 1.3663], [-1.1646, 2.1413, 0.9714], [0.1430, 1.5812, 1.8612], [0.8401, 2.7074, -0.4579], [2.0099, 0.4695, 0.2479], [2.0096, 0.5253, -1.4181], [-0.0477, -0.5639, -1.6063], [-0.4845, -2.2101, -0.8873], [1.4753, -2.6029, 0.0614]],
  "forces_ev_per_a": [[6.4821, 2.9992, 2.0201], [-6.9697, -2.4853, -2.8776], [0.8525, 2.4394, -3.4659], [-2.0840, -1.3025, 3.4822], [0.0922, -0.3208, 0.0281], [-4.0477, 0.8573, -2.4683], [0.2699, 9.4484, -0.6958], [-0.6615, -7.5862, 0.8735], [0.6955, -1.5501, -0.9072], [0.3852, -1.2062, 4.5647], [0.7403, -0.1225, -1.5424], [0.2248, -0.8625, -2.6392], [0.8451, -0.5020, -0.3000], [2.8660, -0.5337, 3.9094], [0.7228, 0.3057, -1.2264], [0.0505, -0.0880, -0.6608], [2.6170, -1.5945, 2.8050], [-3.0809, 2.1043, -0.8992]],
  "max_force_ev_per_a": 9.478,
  "mol_weight_g_mol": 136.158,
  "e_above_lowest_kcal_mol": 137.40,
  "e_lumo_ev": 0.4
}


{
  "formula": "C6H8N4",
  "method": "ωB97M-V/def2-TZVPD",
  "elements": ["H", "N", "C", "N", "N", "C", "C", "C", "C", "C", "N", "H", "H", "H", "H", "H", "H", "H"],
  "positions_angstrom": [[1.2198, 1.3218, 1.1899], [2.1398, 1.0270, 0.9179], [2.1488, 0.0352, 0.2053], [3.3442, -0.5668, -0.3433], [1.0842, -0.8907, -0.1540], [-0.3025, -0.4555, -0.1132], [-0.6339, 0.8007, -0.3661], [-1.9648, 1.1760, -0.3572], [-2.9378, 0.1757, 0.0651], [-2.4250, -1.1177, 0.3440], [-1.1730, -1.3714, 0.2208], [4.2945, 0.0831, -0.2610], [3.1648, -0.8990, -1.4230], [1.3385, -1.6775, 0.3543], [0.0524, 1.5054, -0.5450], [-2.2624, 2.1558, -0.5130], [-4.0491, 0.3779, 0.0332], [-3.0387, -1.6800, 0.7454]],
  "forces_ev_per_a": [[-0.3597, -0.1417, 0.5188], [0.4778, 2.5817, 0.9617], [1.0006, -3.5697, -2.8346], [1.7664, 1.6524, -2.4553], [-1.0167, 3.2944, -0.7739], [2.7481, -3.1044, 0.8692], [-3.1055, 1.2332, -0.2889], [-1.7658, -3.8181, 1.6787], [0.8164, 1.3355, -1.4642], [2.9971, 8.4230, -3.5747], [1.6634, -2.3248, 0.6260], [-3.6260, -2.1299, -0.2816], [0.6400, 1.2463, 3.8039], [-0.4272, -2.2505, 0.7568], [2.5809, 2.4686, -0.8662], [-0.4627, 1.7097, -0.4925], [1.5210, -0.1704, 0.3389], [-5.4481, -6.4353, 3.4778]],
  "max_force_ev_per_a": 9.628,
  "mol_weight_g_mol": 136.158,
  "e_above_lowest_kcal_mol": 45.06,
  "e_lumo_ev": 0.9
}


{
  "formula": "C6H8N4",
  "method": "ωB97M-V/def2-TZVPD",
  "elements": ["C", "C", "C", "C", "C", "C", "N", "N", "N", "N", "H", "H", "H", "H", "H", "H", "H", "H"],
  "positions_angstrom": [[-1.4268, -1.2114, -0.0529], [-2.7950, 0.7668, -0.0067], [1.5385, 0.2459, -0.1623], [1.1646, -0.3833, 1.0981], [0.6093, 0.0589, -1.3753], [-1.6342, 0.1329, -0.4165], [-1.2349, -2.2828, 0.3240], [-3.7163, 1.4062, 0.2949], [0.0534, 0.2434, 1.7567], [-0.6845, 0.6527, -1.2037], [1.8478, 1.3055, 0.0306], [2.5351, -0.2176, -0.3736], [1.1421, -1.4620, 1.0116], [2.1083, -0.4630, 1.8007], [1.0829, 0.6080, -2.2384], [0.4503, -1.0226, -1.8089], [-0.2164, -0.0702, 2.6420], [-0.8243, 1.6925, -1.3202]],
  "forces_ev_per_a": [[-0.6160, -0.3639, 0.4875], [-0.9013, 1.3594, 0.1274], [2.1892, 0.3164, -1.2706], [0.9537, -0.8672, 3.7075], [0.9605, -0.3972, -1.8211], [0.2845, -2.0548, 0.3238], [-0.0186, -0.3893, -0.1611], [0.4353, -0.5034, -0.1178], [0.8690, 1.2621, -2.3389], [-0.9434, 3.3865, -0.7335], [-0.8631, -0.5432, -0.4704], [-0.7068, 0.1981, -0.4834], [-1.0118, -0.6218, -0.3254], [-1.3648, 0.9701, -0.7537], [-0.4604, -0.5431, 0.7957], [0.5133, 1.8091, 1.3965], [-0.0617, -1.3072, 1.6769], [0.7422, -1.7106, -0.0395]],
  "max_force_ev_per_a": 3.925,
  "mol_weight_g_mol": 136.158,
  "e_above_lowest_kcal_mol": 106.24,
  "e_lumo_ev": [-0.9, -0.6]
}


{
  "formula": "C6H8N5O",
  "method": "ωB97M-V/def2-TZVPD",
  "elements": ["C", "C", "C", "C", "C", "C", "N", "N", "N", "N", "N", "O", "H", "H", "H", "H", "H", "H", "H", "H"],
  "positions_angstrom": [[1.3109, -0.4613, -0.8307], [0.0120, 1.6651, -0.3630], [-0.7956, -1.2489, 1.9615], [-1.7234, -0.1319, 1.8571], [-0.8333, -0.4035, 0.6428], [0.4261, 0.2598, 0.1280], [0.7975, -1.0501, -1.8925], [2.6431, -0.4889, -0.7279], [1.9080, -1.3685, -2.5741], [2.9763, -1.0547, -1.8869], [-0.3155, 1.5718, -1.6618], [-0.1289, 2.7509, 0.2659], [0.0904, -1.0450, 2.5870], [-1.0637, -2.2256, 1.7138], [-2.8034, -0.1673, 1.8031], [-1.4800, 0.7600, 2.4955], [-1.3541, -0.9649, -0.2193], [1.1204, 0.4210, 1.0236], [-0.1198, 0.7443, -2.2052], [-0.6671, 2.4377, -2.1171]],
  "forces_ev_per_a": [[-1.4044, 0.0689, 1.7641], [-0.2852, 1.4494, 0.1410], [1.5409, 1.0445, -1.0499], [0.1380, 2.8113, 0.1577], [-0.9703, -2.3006, -0.4545], [1.3242, 2.0868, 3.4565], [1.1538, 0.5082, -0.4752], [-1.1501, 0.2826, -0.6418], [0.5694, -0.8590, -0.6764], [0.2210, -0.5181, -0.6111], [-0.8860, 2.0873, -1.0200], [0.5019, -2.6816, -0.7255], [-0.5308, -0.5460, -0.4058], [-0.4913, -1.5644, 0.4895], [-0.0329, -0.5978, -0.3746], [0.0984, -0.8730, -0.7636], [0.6579, 0.8756, 1.5553], [-1.0055, 0.1095, -0.9085], [0.0426, -0.1921, 0.0010], [0.5084, -1.1917, 0.5419]],
  "max_force_ev_per_a": 4.249,
  "mol_weight_g_mol": 166.164,
  "charge": -1,
  "e_lumo_ev": 3.7
}


{
  "formula": "C6H8N6O",
  "method": "ωB97M-V/def2-TZVPD",
  "elements": ["H", "N", "C", "N", "C", "C", "N", "C", "N", "C", "C", "N", "O", "N", "H", "H", "H", "H", "H", "H", "H"],
  "positions_angstrom": [[-0.7358, 4.0078, -0.4042], [-0.0869, 3.2938, -0.1637], [-0.6846, 2.1987, -0.0472], [-2.0725, 1.9884, 0.0178], [-2.5428, 0.8147, 0.0310], [-1.6725, -0.3816, -0.1060], [-0.3896, -0.2752, -0.0264], [0.1533, 0.9784, 0.0541], [1.4229, 0.9776, 0.1502], [1.9670, -0.4169, 0.1868], [0.7733, -1.2054, -0.2145], [-2.4324, -1.4003, -0.1211], [-3.7581, -1.0588, 0.1586], [-3.8130, 0.3047, 0.0584], [1.8964, 1.8639, 0.0879], [2.0420, -0.5550, 1.2740], [2.9565, -0.4287, -0.3621], [0.6477, -1.4237, -1.3056], [0.8227, -2.1192, 0.3614], [-2.3994, -2.3724, -0.0622], [-4.8493, 0.6703, 0.2434]],
  "forces_ev_per_a": [[-0.6746, 1.3258, 0.1785], [0.8202, -1.1334, -0.3921], [-1.0183, -0.5822, 0.3401], [-0.3949, 0.7666, -0.0115], [0.0964, 0.2861, -0.3553], [-1.9206, 0.1335, 0.7035], [3.2084, 0.3292, 0.7502], [-0.2493, 1.2645, 0.0069], [-0.4507, -0.6142, -0.8062], [1.1178, 2.2641, 1.1282], [-0.8395, -1.5785, -2.7110], [-2.4874, 0.8948, 0.4577], [0.0919, -1.0406, -0.5673], [-1.4346, 1.5253, 0.4315], [0.5959, 0.4419, 0.1985], [1.0043, -0.3701, -0.2943], [-1.3776, -0.5837, 0.5609], [0.8720, -0.2592, 0.7804], [-0.9225, -0.2547, 0.1209], [0.8604, -2.1825, -0.0554], [3.1023, -0.6327, -0.4642]],
  "max_force_ev_per_a": 3.311,
  "mol_weight_g_mol": 180.171,
  "charge": 2,
  "e_lumo_ev": -9.6
}


{
  "formula": "C6H8NO",
  "method": "ωB97M-V/def2-TZVPD",
  "elements": ["C", "C", "C", "C", "C", "C", "N", "O", "H", "H", "H", "H", "H", "H", "H", "H"],
  "positions_angstrom": [[1.7388, 0.0895, 0.7672], [1.4672, 0.9619, -0.2280], [1.0081, -1.1080, 0.4837], [0.3843, 0.3393, -1.0667], [-1.1094, -0.1047, 0.9876], [-0.8803, 0.6035, -0.2844], [-1.8350, -0.5244, -0.1427], [0.5919, -1.0432, -0.7759], [2.5671, 0.2879, 1.3939], [1.7101, 1.9972, -0.4694], [1.3126, -2.1125, 0.8141], [0.2287, 0.6387, -2.0529], [-1.6880, 0.4302, 1.7095], [-1.2599, 1.5570, -0.6858], [-1.4138, -1.3908, -0.4175], [-2.8225, -0.6217, -0.0329]],
  "forces_ev_per_a": [[0.6820, 1.5157, -1.4396], [-1.2506, 0.3874, -0.6955], [0.1465, 0.2733, 0.0258], [1.2452, -1.2548, 2.8112], [2.9847, 1.6241, 0.1954], [-1.7012, 1.5665, 0.5428], [-0.2467, -1.8345, -0.7399], [-0.4944, -1.2012, -1.2166], [0.1837, -0.3301, 1.2861], [0.5535, -0.3781, 0.6656], [-0.8491, 0.5172, 0.2054], [0.3544, -0.2920, -1.8472], [-0.0330, -0.1222, 0.8085], [-0.5544, -0.4565, 1.0659], [0.0189, -0.7577, -1.0527], [-1.0394, 0.7428, -0.6151]],
  "max_force_ev_per_a": 3.404,
  "mol_weight_g_mol": 110.136,
  "charge": 1,
  "e_above_lowest_kcal_mol": 65.35,
  "e_lumo_ev": -4.6
}


{
  "formula": "C6H8NO2",
  "method": "ωB97M-V/def2-TZVPD",
  "elements": ["C", "C", "C", "C", "C", "C", "N", "O", "O", "H", "H", "H", "H", "H", "H", "H", "H"],
  "positions_angstrom": [[1.3203, -4.3138, 1.7531], [2.7679, -1.0763, 0.5429], [2.3199, -2.1441, 1.1301], [1.8797, -1.1803, 3.9294], [-2.5590, 3.8087, -1.3219], [-2.0996, 4.7142, -2.1881], [1.8211, -3.1567, 1.5453], [2.8415, -1.5766, 3.4459], [0.9098, -0.8584, 4.4432], [0.1735, -4.2511, 1.7482], [2.2159, -0.3166, -0.0619], [3.8244, -0.6748, 0.7450], [-2.2157, 2.8224, -1.3789], [1.9148, -5.0229, 2.2649], [-3.3347, 3.9751, -0.5290], [-2.3128, 5.7587, -2.0865], [-1.3724, 4.4972, -3.0101]],
  "forces_ev_per_a": [[-2.2248, 3.0143, 0.7412], [1.6545, 1.8334, 0.1221], [-0.0933, 1.0917, -1.3625], [-0.6485, 0.0241, 1.0694], [-0.8247, 1.3719, 0.1362], [0.6801, -0.4248, 0.0315], [-0.0850, -1.7485, -0.5222], [1.7680, -0.3020, -0.3897], [-0.9661, 0.5424, 0.2600], [1.7208, -1.0224, -0.4743], [-0.1521, -1.1631, 0.6353], [-1.4000, -1.2307, -0.2959], [0.3360, -1.4839, -0.2105], [0.4260, -1.0359, 0.2172], [0.9979, 0.2859, -0.8570], [-0.4895, 0.3912, -0.0646], [-0.6993, -0.1437, 0.9642]],
  "max_force_ev_per_a": 3.819,
  "mol_weight_g_mol": 126.135,
  "charge": 1,
  "e_above_lowest_kcal_mol": 46.63,
  "e_lumo_ev": -6.5
}


{
  "formula": "C6H8NOPS",
  "method": "ωB97M-V/def2-TZVPD",
  "elements": ["C", "C", "C", "C", "C", "C", "N", "O", "P", "S", "H", "H", "H", "H", "H", "H", "H", "H"],
  "positions_angstrom": [[0.2158, -3.1811, 0.9722], [0.9305, -2.4746, 0.2675], [2.3220, -0.8445, -1.2615], [1.6726, -1.5985, -0.4352], [-1.2138, -0.3401, -1.4099], [0.6299, 1.6387, 1.7207], [-0.6346, 0.0922, -0.1557], [0.6687, 2.3033, -1.0746], [0.4202, 1.2579, -0.0536], [2.6170, -0.0071, 0.2410], [-0.5409, -3.7639, 1.4599], [2.5901, -0.7326, -2.3014], [-1.7604, 0.4777, -2.0923], [-0.4037, -0.7908, -2.0772], [-1.9595, -1.0116, -1.0936], [1.2181, 2.5888, 1.7185], [-0.2690, 1.8339, 2.2194], [0.9695, 0.7227, 2.1614]],
  "forces_ev_per_a": [[1.0874, 1.2272, -1.6141], [-2.2984, -2.3820, 1.9907], [-0.3271, -1.4790, -0.3603], [1.5575, 1.9272, -0.6127], [0.7514, 1.7996, -1.9884], [0.5973, 1.1292, -1.6586], [1.3539, 1.4028, 0.1202], [0.4612, -0.3437, 0.5303], [-1.9059, -0.3567, 0.4381], [-0.0446, 0.0856, -0.1933], [0.3757, 0.1032, 0.0291], [-0.0422, 0.1026, 0.1431], [1.2694, -1.3544, 1.6170], [-1.3570, 0.1710, 0.6234], [-0.9035, -1.3015, -0.3612], [0.1903, -1.1788, 0.5285], [-1.6948, 0.4831, 0.3385], [0.9294, -0.0353, 0.4297]],
  "max_force_ev_per_a": 3.863,
  "mol_weight_g_mol": 173.177,
  "e_above_lowest_kcal_mol": 132.14,
  "e_lumo_ev": -0.6
}


{
  "formula": "C6H8NS",
  "method": "ωB97M-V/def2-TZVPD",
  "elements": ["C", "C", "C", "C", "C", "C", "N", "S", "H", "H", "H", "H", "H", "H", "H", "H"],
  "positions_angstrom": [[-1.6276, -2.8246, 0.3702], [-1.3351, -1.6967, 0.0554], [0.1817, 0.2736, 0.0538], [1.3607, -0.3587, -0.5502], [1.9098, 2.0640, -0.2559], [-1.0914, -0.3195, -0.3754], [1.0402, 1.0292, -0.7823], [2.4475, -1.3351, 0.5604], [-2.0124, -3.7236, 0.8952], [0.3131, 0.4536, 1.1809], [1.1843, -1.0783, -1.3790], [2.8996, 1.7014, -0.4812], [1.7033, 3.0332, -0.6641], [1.9928, 2.1998, 0.7946], [-1.2716, -0.2387, -1.4153], [-1.7096, 0.2843, 0.3226]],
  "forces_ev_per_a": [[-0.4427, -0.1370, 1.0304], [0.1914, -0.7075, 0.0522], [0.4004, 0.6060, 2.7785], [2.7607, -3.0213, -0.4899], [1.1480, -0.5211, -0.3604], [-1.3718, -0.2161, 2.0802], [0.1090, -0.5313, 0.7378], [-1.1445, 1.9029, -1.4070], [0.6606, 0.9869, -1.0108], [-0.4855, -0.0421, -1.6177], [-0.0230, 0.5998, 0.3024], [0.5364, 0.5551, -0.6967], [-0.1938, 0.2642, -0.6170], [-0.8674, -0.2763, 1.3829], [-0.3651, 0.6128, -0.9840], [-0.9126, -0.0752, -1.1809]],
  "max_force_ev_per_a": 4.122,
  "multiplicity": 3,
  "mol_weight_g_mol": 126.204,
  "charge": 1,
  "e_above_lowest_kcal_mol": 46.39,
  "s_squared": 2.01,
  "e_lumo_ev": [-3.3, -8.2]
}


{
  "formula": "C6H8O2",
  "method": "ωB97M-V/def2-TZVPD",
  "elements": ["C", "C", "C", "C", "C", "C", "H", "H", "H", "H", "H", "H", "H", "H", "O", "O"],
  "positions_angstrom": [[-1.1583, -0.2060, 1.0114], [-1.1981, -0.3794, -0.4546], [-0.2090, 0.5341, -1.0252], [1.0815, 0.3650, -1.0375], [1.1326, 0.5258, 0.4181], [0.3478, -0.6589, 0.9789], [-1.5892, 0.7959, 1.2845], [-1.6793, -1.2023, 1.6731], [-1.0786, -1.4336, -0.7814], [-0.3858, 1.7027, -0.7731], [1.3624, -0.9077, -0.9243], [1.7442, 0.9835, -1.6359], [0.6521, 1.3730, 1.1331], [0.5290, -1.5877, 0.4061], [-1.2682, 0.3755, -1.7282], [1.7169, -0.2798, 1.4551]],
  "forces_ev_per_a": [[-2.4227, -3.3248, 3.6532], [0.8291, -1.4903, -2.5097], [-6.3939, 5.9238, 0.6959], [10.1307, -5.3593, -0.2371], [-1.0160, -0.3980, 6.3766], [2.6595, 2.4524, 0.4164], [1.1336, -1.0975, 0.5246], [0.5982, 3.3041, -2.0521], [-0.0393, 0.8576, 0.2711], [0.7539, -1.7848, 0.9111], [-0.0106, 3.6193, -1.8314], [-0.0125, -0.1447, -0.2913], [1.4667, -0.7982, -2.9552], [-0.6875, 0.5378, 0.7152], [-6.1008, -1.7759, -3.7317], [-0.8885, -0.5216, 0.0446]],
  "max_force_ev_per_a": 11.463,
  "mol_weight_g_mol": 112.128,
  "e_above_lowest_kcal_mol": 251.41,
  "e_lumo_ev": 0.7
}